(1)
Below is a 2-piece molecular cluster, C5H9FN2 overall in a non-equilibrium geometry, with properties calculated with ωB97M-V/def2-TZVPD.

Atoms and positions in Å:
C 0.618 0.509 -0.019
C 0.253 -1.133 -0.353
C 0.873 -0.579 0.849
C -0.552 1.559 0.275
C -1.181 -1.736 -0.339
N 3.136 -0.071 -0.756
N 3.300 -0.474 0.353
F -1.054 -3.068 -0.323
H 1.442 0.968 -0.589
H 0.818 -1.396 -1.240
H 0.800 -0.666 1.868
H -0.278 2.168 1.106
H -1.469 1.026 0.564
H -0.672 2.265 -0.547
H -1.799 -1.355 -1.250
H -1.779 -1.423 0.571
H 3.675 -0.227 -1.577

Calculated values
HOMO (alpha / beta), eV: -7.50 / -8.08
LUMO level (alpha / beta), eV: 0.55 / 0.25
Total energy, eV: -11022.468
Frontier orbital gap (alpha / beta), eV: 8.05 / 8.34
Spin multiplicity: 1
Relative energy (zero: lowest compared OMol25 entry of this formula, charge and spin), eV: 6.0437

(2)
Below is a single C5H9FN2 molecule in a non-equilibrium geometry, with properties calculated with ωB97M-V/def2-TZVPD.

Atoms and positions in Å:
C -0.874 -1.281 0.504
C -0.307 0.061 0.569
C -1.368 1.148 0.711
C 0.986 0.534 1.084
C 1.451 -0.488 -2.241
H -1.579 -1.523 1.337
H -0.031 -2.019 0.539
H -1.390 -1.415 -0.437
H -1.938 1.102 1.629
H -2.072 1.133 -0.139
H 1.720 -0.205 1.339
H 1.048 1.604 1.436
H 1.856 -1.305 -2.796
H 1.086 0.381 -2.792
N 0.753 0.441 -0.344
N 1.469 -0.607 -0.974
F -0.809 2.440 0.574

Calculated values
HOMO, eV: -8.62
LUMO level, eV: 1.02
Total energy, eV: -11025.675
SMILES: C=NN1C[C@@]1(C)CF
Frontier orbital gap, eV: 9.65
Spin multiplicity: 1
Relative energy (zero: lowest compared OMol25 entry of this formula, charge and spin), eV: 2.8367